# 1
The following is a DFT calculation (wB97M-V/def2-TZVPD) of 3 unconnected molecules or ions with the total composition C4H14N2O.

```
21
Properties=species:S:1:pos:R:3
C 0.22462 0.12931 1.34656
C -0.24418 1.15117 0.39273
C 0.52795 0.49301 -0.71231
C 1.72871 -0.06874 -0.37640
N -0.12770 0.61286 -2.07136
N -1.28814 0.96125 3.31907
H 1.06421 0.40013 1.97176
H -0.27398 -0.86297 1.58453
H 0.20984 2.11241 0.52297
H -1.29550 1.34309 0.50796
H 1.87688 -1.03343 -0.82387
H 2.37825 0.60868 0.23022
H -0.92941 1.25284 -2.05604
H 0.52081 1.02494 -2.77053
H -0.45572 -0.31501 -2.46184
H -2.22908 1.26026 3.06780
H -1.18030 1.35086 4.26861
H -1.24279 -0.04863 3.53669
H 0.53637 -3.29143 -3.86113
H -0.01212 -3.98419 -2.64989
O 0.21129 -3.09641 -2.96555
```

Values from the calculation:
Gap between HOMO and LUMO (eV): 8.14
Relative energy (zero: lowest compared OMol25 entry of this formula, charge and spin) (kcal per mole): 123.4
Net charge: +2

---

# 2
The following is a DFT calculation (wB97M-V/def2-TZVPD) of a molecular structure, C4H14N2O2.

```
22
Properties=species:S:1:pos:R:3
C -0.08820 1.41792 0.61287
N 0.49185 1.42283 -0.70694
C 1.87732 0.96249 -0.86666
O 2.41906 0.50509 0.29757
C -1.62294 1.26825 0.54032
N -2.01661 0.22250 -0.34181
C -1.83108 -1.06289 0.25012
H 0.06202 2.34439 1.18408
H 0.29246 0.61497 1.24817
H -0.19596 1.15131 -1.38716
H 1.85861 0.20006 -1.67149
H 2.48449 1.77535 -1.30069
H 1.77479 -2.07138 1.27343
H -1.95075 1.11019 1.57474
H -2.03565 2.22702 0.20775
H 0.37051 -2.87167 -1.32998
H -2.43792 -1.19952 1.16155
H -0.77212 -1.20123 0.55239
H -2.12729 -1.83719 -0.44738
H 0.41606 -2.87932 -2.08120
H 1.85010 -0.54834 0.50776
O 1.18126 -1.55086 0.72258
```

Values from the calculation:
Gap between HOMO and LUMO (spin up / spin down) (eV): 7.84 / 7.22
Relative energy (zero: lowest compared OMol25 entry of this formula, charge and spin) (kcal per mole): 32.6
Net charge: -1
Spin multiplicity: 2

---

# 3
The following is a DFT calculation (wB97M-V/def2-TZVPD) of 3 unconnected molecules or ions with the total composition C4H14N2O2.

```
22
Properties=species:S:1:pos:R:3
C -2.04315 0.15569 1.39286
C -2.10177 0.63892 -0.05677
N -1.05180 0.02514 -0.87574
O -0.83457 0.46897 2.03642
H -0.15047 -0.12609 1.63411
H -1.21933 0.11963 -1.86990
H -0.83749 -0.93633 -0.62332
H -2.23465 -0.92916 1.40783
H -2.85400 0.63848 1.94546
H -1.95968 1.72424 -0.08118
H -3.10112 0.42431 -0.45903
C 1.06754 0.73796 -0.55353
C 1.77832 0.20885 -1.74927
N 2.11101 -1.30344 1.03807
O 0.81603 -1.04885 0.57839
H 2.39117 -2.22586 0.70929
H 2.09930 -1.33205 2.05691
H 0.50333 1.65041 -0.70279
H 1.66916 0.83158 0.33815
H 1.11770 0.04566 -2.60234
H 2.30246 -0.71388 -1.50930
H 2.53200 0.94580 -2.05431
```

Values from the calculation:
Gap between HOMO and LUMO (spin up / spin down) (eV): 8.40 / 8.40
Relative energy (zero: lowest compared OMol25 entry of this formula, charge and spin) (kcal per mole): 123.0
Net charge: 0

---

# 4
The following is a DFT calculation (wB97M-V/def2-TZVPD) of 2 unconnected molecules or ions with the total composition C4H14N2O2.

```
22
Properties=species:S:1:pos:R:3
C -1.30658 -1.30152 -2.07097
N -0.87728 -0.67364 -0.73918
C -1.35559 0.74085 -0.55501
C -0.68295 1.47375 0.56163
N 0.83569 1.62247 0.28983
C 1.75957 0.44112 0.65266
O 2.00671 -0.50540 -0.33137
H -0.89654 -0.87645 -2.94694
H -2.36834 -1.17275 -2.13505
H -1.12548 -2.39503 -2.02598
H 0.18948 -0.67298 -0.74469
H -2.40974 0.65190 -0.30171
H -1.20384 1.34233 -1.50407
H -1.20578 2.42507 0.43019
H -0.93137 1.02985 1.50363
H 1.22544 2.35753 0.86457
H 2.70011 0.93945 0.77869
H 1.43519 0.06826 1.65231
H 2.27271 0.10669 -1.05441
O -0.42696 -1.36558 2.07874
H -0.63302 -1.44486 1.05252
H 0.11772 -2.15817 2.06754
```

Values from the calculation:
Gap between HOMO and LUMO (eV): 9.95
Relative energy (zero: lowest compared OMol25 entry of this formula, charge and spin) (kcal per mole): 45.2
Net charge: 0

---

# 5
The following is a DFT calculation (wB97M-V/def2-TZVPD) of 2 unconnected molecules or ions with the total composition C4H14N2O2.

```
22
Properties=species:S:1:pos:R:3
N 0.53709 2.35205 -1.15636
C 0.76858 1.11468 -0.36604
C -0.40525 0.89102 0.57547
N -0.39241 1.72717 1.77337
C -0.45355 -0.58262 1.05374
C -0.82338 -1.53945 -0.08554
O -2.13221 -1.20278 -0.56263
H -0.39986 2.30084 -1.54686
H 1.13798 2.32399 -1.95795
H 0.89677 0.23313 -0.99370
H 1.71344 1.26599 0.15225
H -1.35702 1.02726 0.06226
H -0.26898 2.68299 1.51412
H 0.30005 1.39507 2.42912
H -1.24716 -0.72245 1.78611
H 0.53416 -0.79634 1.47005
H -0.83934 -2.61536 0.13512
H -0.05198 -1.56536 -0.86349
H -2.04151 -0.80400 -1.44014
O 2.22999 -2.29778 -0.90203
H 3.14184 -1.99655 -0.78296
H 2.14601 -2.82999 -0.10492
```

Values from the calculation:
Gap between HOMO and LUMO (eV): 9.50
Relative energy (zero: lowest compared OMol25 entry of this formula, charge and spin) (kcal per mole): 23.7
Net charge: 0

---

# 6
The following is a DFT calculation (wB97M-V/def2-TZVPD) of 2 unconnected molecules or ions with the total composition C4H14N2O2.

```
22
Properties=species:S:1:pos:R:3
C -2.38306 -0.33631 0.80793
C -1.35260 -0.30271 -0.30803
O -1.71956 0.53617 -1.41183
C 0.09007 -0.02052 0.12462
N 1.09738 -0.68752 -0.68513
C 0.34073 1.50003 0.17902
N 1.47610 1.77987 1.07220
H -3.13664 0.43804 0.66550
H -2.78535 -1.32954 0.97261
H -1.93087 -0.05314 1.76708
H -1.28254 -1.27316 -0.80612
H -1.92008 1.41454 -1.06905
H 0.26630 -0.36769 1.14697
H 1.99072 -0.44282 -0.27956
H 1.12740 -0.47790 -1.67286
H -0.59230 1.98586 0.52209
H 0.57095 1.96458 -0.77784
H 1.16282 1.64838 2.02885
H 1.70179 2.76618 1.02339
O 2.70217 -2.85884 -1.37286
H 1.96416 -3.47003 -1.39686
H 2.61242 -2.41346 -0.53015
```

Values from the calculation:
Gap between HOMO and LUMO (eV): 9.76
Relative energy (zero: lowest compared OMol25 entry of this formula, charge and spin) (kcal per mole): 22.8
Net charge: 0

---

# 7
The following is a DFT calculation (wB97M-V/def2-TZVPD) of 3 unconnected molecules or ions with the total composition C4H14N2O2.

```
22
Properties=species:S:1:pos:R:3
H 3.66883 -0.66423 1.51903
N 2.69244 -0.67427 1.59468
C 1.89571 -0.84344 0.57125
N 0.53786 -1.13971 0.93150
C -0.37834 -0.59326 -0.09081
C -1.87313 -1.14441 0.28733
C -2.72169 -1.03045 -0.98013
H 1.97574 -1.04086 -0.50875
H 0.22699 -1.01498 1.90288
H -0.07661 -1.27286 -0.97400
H -0.25493 0.43662 -0.30344
H -1.77447 -1.89229 0.99887
H -2.35143 -0.39346 0.94251
H -3.04116 -0.04455 -1.36943
H -2.13693 -1.58244 -1.79315
H -3.73272 -1.44769 -0.81310
O -1.55601 2.08882 -0.57381
H -2.35032 1.81621 -0.11010
H -1.95754 2.51966 -1.29060
O 1.99767 2.25178 -0.90585
H 2.80083 1.84011 -1.18403
H 1.32310 2.38317 -1.58843
```

Values from the calculation:
Gap between HOMO and LUMO (eV): 9.05
Relative energy (zero: lowest compared OMol25 entry of this formula, charge and spin) (kcal per mole): 62.1
Net charge: 0

---

# 8
The following is a DFT calculation (wB97M-V/def2-TZVPD) of 3 unconnected molecules or ions with the total composition C4H14N2O2.

```
22
Properties=species:S:1:pos:R:3
C 0.88318 0.91390 -0.68388
N 1.92011 1.28809 -1.67595
C -2.37337 0.78664 0.03255
O -2.02749 -0.07238 1.04887
C 1.58287 0.19878 0.46228
C 1.72111 -1.21966 0.02234
N 0.62208 0.21623 1.63818
H 0.11266 0.22982 -1.14052
H 0.25283 1.76393 -0.33816
H 1.74486 2.26044 -1.89986
H -1.59551 1.55560 -0.25268
H -2.62920 0.38689 -0.97777
H -3.28799 1.32222 0.34642
H 2.62835 0.66120 0.55613
H 2.40164 -1.83115 0.62557
H 2.17975 -1.19966 -1.02784
H 0.65550 -1.58815 -0.07703
H -0.38304 0.17005 1.40924
H 0.86706 -0.05900 2.59101
H -1.98720 -2.65532 -0.63613
H -1.86235 -1.25887 0.38060
O -1.42585 -1.86958 -0.40335
```

Values from the calculation:
Gap between HOMO and LUMO (spin up / spin down) (eV): 6.79 / 6.70
Relative energy (zero: lowest compared OMol25 entry of this formula, charge and spin) (kcal per mole): 168.6
Net charge: +1
Spin multiplicity: 2